[1]
Below is a single C10H12I2N2O molecule at a distorted geometry, with properties calculated with wB97M-V/def2-TZVPD.

```
27
Properties=species:S:1:pos:R:3:nbo_charge:R:1
C 1.76 1.64 -0.21 -0.670
C 2.39 0.21 -0.19 -0.282
I 3.34 -0.21 -2.11 0.076
C 1.47 -0.95 0.32 -0.443
C -0.05 -0.90 -0.08 -0.134
C -0.57 -2.40 0.05 -0.586
C -0.19 -0.59 -1.58 0.279
N -0.23 -0.40 -2.69 -0.299
C -0.99 -0.03 0.84 -0.304
C -0.37 0.37 2.17 0.291
N 0.34 0.65 3.00 -0.307
C -1.60 1.28 0.20 -0.519
C -3.03 1.08 -0.39 0.482
O -3.96 0.94 0.31 -0.500
I -3.37 1.12 -2.53 0.058
H 2.61 2.36 -0.35 0.235
H 1.15 1.73 -1.13 0.221
H 1.25 1.94 0.72 0.227
H 3.25 0.26 0.52 0.230
H 1.63 -1.12 1.41 0.251
H 1.87 -1.88 -0.16 0.237
H -0.74 -2.59 1.13 0.216
H 0.15 -3.13 -0.35 0.232
H -1.57 -2.52 -0.43 0.228
H -1.87 -0.66 1.09 0.267
H -0.97 1.78 -0.56 0.253
H -1.72 2.01 1.03 0.262
```

Computed properties:
- maximum force (eV Å⁻¹) = 4.60
- highest occupied orbital energy (Eh) = -0.3486
- SMILES = C[C@H](I)C[C@](C)(C#N)[C@@H](C#N)CC(=O)I

=====

[2]
Below is a gas-phase ion, C10H12IN2O (charge +1) at a distorted geometry, with properties calculated with wB97M-V/def2-TZVPD.

```
26
Properties=species:S:1:pos:R:3:nbo_charge:R:1
C 3.20 0.49 -1.45 -0.192
C 3.25 -0.83 -0.97 -0.136
C 2.09 1.28 -1.32 -0.129
C 2.05 -1.41 -0.52 -0.191
C 0.97 0.68 -0.69 -0.174
C 0.91 -0.67 -0.41 -0.050
C -0.30 1.49 -0.60 0.509
C -0.38 -1.23 0.08 -0.236
C -1.32 1.00 0.47 0.163
C -2.22 -1.04 1.72 -0.446
N -2.66 1.16 -0.07 -0.855
N -1.04 -0.37 1.05 -0.398
O -0.56 2.46 -1.28 -0.482
I -0.92 2.45 2.19 0.157
H 4.04 0.81 -1.96 0.230
H 4.10 -1.43 -1.03 0.232
H 1.93 2.31 -1.82 0.268
H 2.16 -2.41 -0.21 0.226
H -1.02 -1.30 -0.70 0.228
H -0.26 -2.31 0.50 0.253
H -2.73 -1.61 0.97 0.237
H -1.78 -1.80 2.38 0.233
H -3.06 -0.58 2.34 0.283
H -3.33 1.62 0.53 0.409
H -2.67 1.47 -1.01 0.414
H -0.44 -0.22 1.82 0.446
```

Computed properties:
- maximum force (eV Å⁻¹) = 3.54
- charge = +1
- highest occupied orbital energy (Eh) = -0.4846
- SMILES = C[N@H+]1Cc2ccccc2C(=O)[C@]1(N)I
- relative energy (zero: lowest compared OMol25 entry of this formula, charge and spin) (kJ/mol) = 0.00

=====

[3]
Below is 2 unconnected molecules or ions with the total composition C10H12N2 at a distorted geometry, with properties calculated with wB97M-V/def2-TZVPD.

```
24
Properties=species:S:1:pos:R:3:nbo_charge:R:1
C -3.07 -0.64 1.04 -0.095
C -2.38 0.37 0.31 -0.120
C -2.19 -1.62 -0.62 0.176
C 2.42 0.75 0.94 -0.197
C 2.80 0.25 -0.44 -0.521
C 1.39 0.00 1.34 -0.255
C 1.87 -0.76 -0.71 -0.179
C 1.04 -0.96 0.37 -0.241
C -0.16 1.31 -1.45 -0.421
C -0.89 0.26 -1.65 0.011
N -2.95 -1.90 0.43 -0.449
N -1.80 -0.34 -0.70 -0.370
H -3.68 -0.68 1.92 0.215
H -2.17 1.41 0.46 0.229
H -1.80 -2.24 -1.44 0.191
H 2.77 1.73 1.35 0.218
H 3.86 -0.04 -0.42 0.265
H 0.83 0.10 2.34 0.223
H 1.88 -1.27 -1.61 0.203
H 0.28 -1.81 0.48 0.235
H 2.91 1.05 -1.12 0.243
H -0.12 1.80 -0.46 0.210
H 0.61 1.71 -2.07 0.220
H -0.73 -0.40 -2.56 0.208
```

Computed properties:
- maximum force (eV Å⁻¹) = 4.10
- highest occupied orbital energy (Eh) = -0.3076
- SMILES = C=Cn1ccnc1.C1=CCC=C1
- relative energy (zero: lowest compared OMol25 entry of this formula, charge and spin) (kJ/mol) = 310.95

=====

[4]
Below is a single C10H12N2O molecule at a distorted geometry, with properties calculated with wB97M-V/def2-TZVPD.

```
25
Properties=species:S:1:pos:R:3:nbo_charge:R:1
C -2.85 -0.57 -0.95 -0.222
C -2.20 -1.29 -1.99 -0.227
C -2.40 -0.61 0.29 -0.217
C -1.10 -2.05 -1.68 -0.183
C -1.25 -1.26 0.59 -0.240
C -0.51 -2.00 -0.32 0.120
C 1.76 -1.53 1.36 0.138
C 1.42 -0.22 0.90 0.145
C 1.53 1.10 1.71 -0.680
C 1.01 1.04 -1.00 -0.441
N 0.48 -2.83 -0.09 -0.165
N 1.07 -0.22 -0.34 -0.377
O 1.39 -2.62 0.84 -0.197
H -3.72 0.07 -1.20 0.208
H -2.56 -1.33 -2.97 0.213
H -2.90 -0.05 1.05 0.209
H -0.72 -2.75 -2.47 0.225
H -0.94 -1.11 1.64 0.205
H 2.53 -1.80 2.20 0.195
H 0.71 1.72 1.48 0.228
H 2.38 1.63 1.22 0.232
H 1.56 0.89 2.80 0.233
H 1.73 1.12 -1.70 0.210
H 0.10 1.00 -1.57 0.222
H 1.13 1.94 -0.32 0.167
```

Computed properties:
- maximum force (eV Å⁻¹) = 4.78
- highest occupied orbital energy (spin up / spin down) (Eh) = -0.2755 / -0.2699
- relative energy (zero: lowest compared OMol25 entry of this formula, charge and spin) (kJ/mol) = 685.86

=====

[5]
Below is a single C10H12N2O2 molecule at a distorted geometry, with properties calculated with wB97M-V/def2-TZVPD.

```
26
Properties=species:S:1:pos:R:3:nbo_charge:R:1
C 3.83 -0.96 -0.48 -0.312
C 4.62 0.13 -0.32 0.110
C 2.49 -0.57 -0.10 0.049
C 2.58 0.84 0.48 0.413
C -0.30 0.45 -0.36 0.093
C -0.61 -1.66 0.79 -0.262
C -2.03 -1.64 0.04 -0.060
C -1.77 0.73 -0.08 0.147
C -2.27 1.49 -1.38 -0.609
C -1.72 1.71 1.11 -0.623
N 1.39 -1.18 -0.22 -0.251
N 0.21 -0.66 0.13 -0.265
O 3.83 1.13 0.29 -0.485
O -2.61 -0.38 0.23 -0.535
H 4.17 -1.89 -0.91 0.246
H 5.68 0.44 -0.59 0.235
H -0.70 -1.37 1.83 0.207
H -0.22 -2.73 0.68 0.227
H -1.76 -1.97 -1.01 0.166
H -2.63 -2.44 0.46 0.195
H -1.62 2.29 -1.41 0.227
H -3.33 1.59 -1.12 0.210
H -2.16 0.72 -2.12 0.211
H -0.77 2.33 1.10 0.232
H -1.67 1.20 2.03 0.218
H -2.64 2.42 0.92 0.217
```

Computed properties:
- maximum force (eV Å⁻¹) = 5.06
- highest occupied orbital energy (spin up / spin down) (Eh) = -0.2770 / -0.2948
- spin multiplicity = 3
- relative energy (zero: lowest compared OMol25 entry of this formula, charge and spin) (kJ/mol) = 319.32

=====

[6]
Below is a gas-phase ion, C10H12N3 (charge +1) at a distorted geometry, with properties calculated with wB97M-V/def2-TZVPD.

```
25
Properties=species:S:1:pos:R:3:nbo_charge:R:1
C 4.32 0.07 0.25 -0.118
C 3.70 -1.14 0.15 -0.210
C 3.55 1.24 0.19 -0.202
C 2.38 -1.27 -0.10 -0.145
C 2.22 1.16 0.11 -0.173
C 1.61 -0.06 -0.07 0.036
C -2.82 -0.26 0.62 -0.240
C -0.80 0.87 -0.50 -0.235
C -5.17 -0.16 0.02 0.003
C -1.71 -0.33 -0.51 -0.127
N -4.12 0.45 0.24 -0.423
N -0.51 -1.16 -0.36 0.018
N 0.26 -0.14 -0.31 0.030
H 5.43 0.14 0.30 0.249
H 4.38 -2.01 0.22 0.247
H 3.98 2.27 0.29 0.250
H 1.84 -2.29 -0.17 0.265
H 1.59 2.12 0.18 0.242
H -2.86 -1.36 0.63 0.212
H -2.32 0.34 1.41 0.221
H -0.77 1.41 -1.47 0.264
H -0.93 1.51 0.48 0.253
H -5.12 -1.36 0.02 0.135
H -6.12 0.35 -0.12 0.208
H -2.00 -0.39 -1.51 0.238
```

Computed properties:
- maximum force (eV Å⁻¹) = 4.53
- charge = +1
- highest occupied orbital energy (Eh) = -0.4731
- SMILES = C=NC[C@H]1C[N+](c2ccccc2)=N1
- relative energy (zero: lowest compared OMol25 entry of this formula, charge and spin) (kJ/mol) = 330.35

=====

[7]
Below is a molecular structure, C10H12N3S at a distorted geometry, with properties calculated with wB97M-V/def2-TZVPD.

```
26
Properties=species:S:1:pos:R:3:nbo_charge:R:1
C 3.44 0.36 -0.83 -0.190
C 2.25 0.38 -1.54 -0.180
C 3.47 0.20 0.54 -0.190
C 1.06 0.24 -0.85 -0.243
C 2.31 0.12 1.27 -0.205
C 1.14 0.02 0.50 0.104
C -2.19 -0.67 -0.17 0.493
C -0.61 -1.45 1.42 -0.037
C -2.89 1.41 -0.97 -0.343
C -1.24 0.64 1.05 -0.112
N -2.71 0.00 -1.18 -0.581
N -0.12 -0.08 1.22 -0.459
N -1.58 -1.77 0.16 -0.577
S -1.43 2.02 -0.05 0.284
H 4.39 0.51 -1.32 0.232
H 2.12 0.33 -2.59 0.225
H 4.41 -0.05 1.05 0.235
H 0.14 0.38 -1.45 0.226
H 2.30 -0.03 2.35 0.239
H 0.13 -2.24 1.45 0.236
H -1.19 -1.49 2.49 0.235
H -2.82 1.99 -1.95 0.260
H -3.82 1.72 -0.41 0.236
H -1.99 0.66 1.95 0.246
H -3.13 -0.53 -1.97 0.436
H -1.43 -2.68 -0.17 0.431
```

Computed properties:
- maximum force (eV Å⁻¹) = 4.60
- charge = +1
- highest occupied orbital energy (Eh) = -0.4596
- relative energy (zero: lowest compared OMol25 entry of this formula, charge and spin) (kJ/mol) = 241.93

=====

[8]
Below is a single C10H12N4O molecule at a distorted geometry, with properties calculated with wB97M-V/def2-TZVPD.

```
27
Properties=species:S:1:pos:R:3:nbo_charge:R:1
C 3.46 2.63 -2.21 -0.611
C 2.27 1.72 -1.84 -0.409
C 1.80 1.70 -0.36 -0.072
C -0.32 -0.53 1.56 0.269
C -1.53 -1.21 1.01 -0.098
C -2.35 -1.90 1.89 -0.179
C -3.39 -2.65 1.46 -0.211
C -3.68 -2.63 0.08 -0.200
C -2.97 -1.83 -0.80 -0.222
C -1.83 -1.12 -0.35 -0.179
H 3.65 3.49 -1.51 0.211
H 3.26 3.07 -3.20 0.219
H 4.32 2.09 -2.28 0.212
H 2.44 0.62 -2.09 0.210
H 1.34 2.05 -2.25 0.202
H 1.48 2.69 -0.09 0.172
H 2.61 1.52 0.27 0.205
H -1.92 -1.81 2.94 0.254
H -3.90 -3.24 2.19 0.224
H -4.65 -3.08 -0.25 0.220
H -3.13 -1.81 -1.89 0.222
H -1.12 -0.57 -1.00 0.228
N 0.64 0.20 1.03 0.135
N 1.53 0.59 1.92 -0.135
N 1.17 -0.02 3.09 -0.050
N 0.02 -0.70 2.85 -0.287
O 0.81 0.76 -0.16 -0.330
```

Computed properties:
- maximum force (eV Å⁻¹) = 4.34
- highest occupied orbital energy (Eh) = -0.3366
- SMILES = CCCOn1nnnc1-c1ccccc1
- relative energy (zero: lowest compared OMol25 entry of this formula, charge and spin) (kJ/mol) = 494.93

=====

[9]
Below is a molecular structure, C10H12N6O6Re, with properties calculated with wB97M-V/def2-TZVPD.

```
35
Properties=species:S:1:pos:R:3:nbo_charge:R:1
Re -0.28 -0.40 -0.05 1.599
O 2.18 2.94 -0.12 -0.569
C 1.35 1.99 -0.33 0.839
O 1.16 1.05 0.46 -0.594
C 0.62 2.08 -1.64 -0.196
O -0.33 1.00 -1.72 -0.502
C -1.72 1.43 -1.91 -0.190
C -2.37 1.57 -0.55 0.740
O -3.35 2.19 -0.34 -0.454
O -1.72 0.81 0.38 -0.696
H 2.65 2.85 0.73 0.540
H 1.34 1.99 -2.45 0.274
H 0.13 3.05 -1.72 0.266
H -2.20 0.63 -2.48 0.262
H -1.76 2.35 -2.48 0.249
C -2.18 -3.48 4.35 -0.425
N -1.85 -2.80 3.09 -0.332
C -2.62 -3.00 1.86 -0.316
C -1.82 -2.15 0.93 0.693
O -1.93 -1.81 -0.26 -0.533
N -0.76 -1.61 1.56 -0.602
C -0.80 -2.02 2.87 0.681
N 0.10 -1.66 3.76 -0.726
H -3.26 -3.61 4.39 0.252
H -1.90 -2.86 5.19 0.228
H -1.69 -4.45 4.41 0.239
H -3.65 -2.65 1.95 0.283
H -2.63 -4.05 1.55 0.281
H 0.86 -1.06 3.49 0.439
H 0.07 -1.99 4.71 0.441
N 0.92 -1.54 -0.92 -0.696
C 1.58 -2.21 -1.71 0.752
N 2.21 -2.93 -2.41 -0.418
C 3.02 -3.26 -3.40 0.371
N 3.73 -3.56 -4.25 -0.180
```

Computed properties:
- maximum force (eV Å⁻¹) = 0.64
- charge = +2
- highest occupied orbital energy (spin up / spin down) (Eh) = -0.5523 / -0.5949
- spin multiplicity = 2
- relative energy (zero: lowest compared OMol25 entry of this formula, charge and spin) (kJ/mol) = 0.00